1.
ORCA calculation (ωB97M-V/def2-TZVPD) on a structure of composition C48H56Cl5N6Pt.

Output
**Charge**: +1
**ΔE to the lowest compared entry with this formula, charge and spin**: 0.0 kcal/mol

Positions of all 116 atoms, in Å:
Pt: -0.105 0.490 0.118
C: -5.202 -2.360 -1.854
C: -5.307 -0.892 -1.434
C: -4.192 -0.473 -0.529
C: -4.227 -0.282 0.820
C: -5.400 -0.408 1.740
C: -6.067 0.943 2.012
C: -2.885 0.069 1.227
C: -2.453 0.202 2.534
C: -1.131 0.224 2.949
C: -0.683 0.045 4.310
C: -1.575 0.000 5.511
C: -1.924 -1.429 5.934
C: 0.667 -0.143 4.259
C: 1.060 -0.011 2.879
C: 2.354 -0.111 2.397
C: 2.751 0.186 1.106
N: 1.910 0.528 0.083
C: 2.679 0.901 -0.978
C: 2.195 1.217 -2.240
C: 0.893 1.049 -2.673
N: -0.140 0.629 -1.889
C: -1.199 0.369 -2.703
C: -2.423 -0.123 -2.277
C: -2.847 -0.180 -0.961
N: -2.086 0.134 0.127
C: -0.838 0.662 -4.075
C: 0.452 1.111 -4.053
C: 1.353 1.597 -5.148
C: 1.473 3.123 -5.166
C: -1.847 0.502 -5.179
C: -1.487 1.056 -6.553
C: 4.071 0.793 -0.619
C: 4.113 0.315 0.659
C: 5.322 0.071 1.506
C: 5.661 1.280 2.383
C: 5.223 1.086 -1.526
C: 5.627 -0.133 -2.360
N: -0.051 0.220 2.116
C: 1.609 -0.426 5.386
C: 2.057 -1.890 5.440
H: -5.989 -2.621 -2.559
H: -5.292 -3.015 -0.986
H: -4.240 -2.568 -2.328
H: -6.257 -0.725 -0.925
H: -5.320 -0.250 -2.319
H: -5.082 -0.860 2.682
H: -6.124 -1.098 1.304
H: -5.379 1.628 2.507
H: -6.944 0.822 2.647
H: -6.383 1.411 1.079
H: -3.208 0.144 3.305
H: -2.492 0.557 5.311
H: -1.085 0.519 6.336
H: -2.446 -1.957 5.134
H: -2.566 -1.427 6.815
H: -1.024 -1.995 6.174
H: 3.133 -0.335 3.112
H: 2.927 1.508 -2.981
H: -3.156 -0.352 -3.037
H: 0.996 1.245 -6.111
H: 2.343 1.153 -5.016
H: 0.494 3.587 -5.296
H: 2.116 3.451 -5.982
H: 1.890 3.500 -4.231
H: -2.767 0.989 -4.844
H: -2.093 -0.560 -5.276
H: -1.144 2.088 -6.493
H: -2.369 1.038 -7.192
H: -0.719 0.462 -7.047
H: 6.169 -0.162 0.859
H: 5.167 -0.811 2.132
H: 5.860 2.159 1.768
H: 6.541 1.083 2.994
H: 4.832 1.528 3.048
H: 6.071 1.421 -0.927
H: 4.972 1.919 -2.186
H: 5.887 -0.974 -1.715
H: 6.487 0.091 -2.989
H: 4.807 -0.452 -3.006
H: 1.123 -0.162 6.326
H: 2.484 0.224 5.301
H: 1.211 -2.549 5.636
H: 2.791 -2.040 6.231
H: 2.506 -2.206 4.497
Cl: 1.738 2.778 2.123
C: 0.751 3.408 0.868
C: -0.200 2.635 0.178
C: -1.110 3.395 -0.586
Cl: -2.529 2.751 -1.312
C: -0.953 4.771 -0.807
Cl: -2.038 5.637 -1.822
C: 0.091 5.469 -0.219
Cl: 0.317 7.138 -0.522
C: 0.919 4.784 0.655
Cl: 2.158 5.662 1.463
C: 0.972 -2.471 0.946
C: 1.145 -3.998 0.740
N: 0.378 -4.451 -0.410
C: 0.849 -3.742 -1.593
C: 0.692 -2.208 -1.422
N: 0.092 -1.895 -0.099
C: -1.214 -2.593 -0.003
C: -1.023 -4.123 -0.185
H: 1.931 -1.966 0.889
H: 0.522 -2.250 1.915
H: 0.809 -4.547 1.621
H: 2.195 -4.245 0.576
H: 0.277 -4.091 -2.453
H: 1.894 -4.007 -1.761
H: 0.043 -1.798 -2.192
H: 1.654 -1.695 -1.477
H: -1.869 -2.198 -0.772
H: -1.646 -2.355 0.972
H: -1.605 -4.480 -1.036
H: -1.366 -4.663 0.699



2.
ORCA calculation (ωB97M-V/def2-TZVPD) on a structure of composition C48H56F4N10O8S4 in a non-equilibrium geometry.

Output
**Charge**: +6
**ΔE to the lowest compared entry with this formula, charge and spin**: 0.0 kcal/mol

Positions of all 130 atoms, in Å:
C: 9.666 6.023 -4.333
N: 9.532 4.609 -3.906
C: 9.033 4.295 -2.699
C: 8.620 3.038 -2.359
C: 8.661 2.090 -3.404
C: 9.193 2.380 -4.639
C: 9.626 3.640 -4.826
C: 7.937 0.762 -3.225
C: 8.349 -0.442 -3.767
C: 7.512 -1.556 -3.722
N: 6.376 -1.531 -3.004
C: 5.970 -0.363 -2.503
C: 6.733 0.759 -2.530
C: 5.504 -2.747 -2.895
H: 8.825 6.224 -5.002
H: 10.652 6.128 -4.897
H: 9.646 6.652 -3.438
H: 8.946 5.069 -1.935
H: 8.192 2.886 -1.369
H: 9.212 1.704 -5.503
H: 10.025 3.940 -5.805
H: 9.308 -0.472 -4.313
H: 7.685 -2.541 -4.104
H: 5.010 -0.442 -2.006
H: 6.291 1.574 -2.002
H: 4.480 -2.568 -3.307
H: 5.421 -3.027 -1.810
H: 5.974 -3.588 -3.373
C: -3.038 2.046 -7.911
N: -2.430 3.082 -7.054
C: -2.385 4.364 -7.488
C: -1.639 5.351 -6.941
C: -0.901 5.039 -5.778
C: -1.074 3.783 -5.276
C: -1.767 2.790 -5.901
C: 0.046 6.079 -5.217
C: 1.019 6.643 -6.004
C: 1.888 7.576 -5.508
N: 1.753 8.043 -4.280
C: 0.746 7.571 -3.509
C: -0.133 6.660 -3.988
C: 2.657 9.143 -3.752
H: -3.886 1.589 -7.415
H: -2.260 1.247 -8.095
H: -3.324 2.460 -8.851
H: -3.003 4.510 -8.336
H: -1.537 6.308 -7.421
H: -0.620 3.391 -4.328
H: -1.723 1.725 -5.703
H: 1.125 6.417 -7.019
H: 2.591 8.054 -6.200
H: 0.711 8.040 -2.555
H: -0.823 6.225 -3.278
H: 2.659 9.853 -4.580
H: 3.597 8.599 -3.540
H: 2.218 9.663 -2.868
C: -11.538 1.569 1.918
N: -10.725 0.391 1.439
C: -10.430 -0.586 2.315
C: -9.751 -1.645 1.869
C: -9.182 -1.696 0.611
C: -9.387 -0.627 -0.261
C: -10.214 0.347 0.211
C: -8.467 -2.995 0.146
C: -9.198 -4.171 0.031
C: -8.556 -5.315 -0.279
N: -7.245 -5.351 -0.553
C: -6.535 -4.201 -0.577
C: -7.098 -3.005 -0.206
C: -6.678 -6.629 -0.984
H: -11.665 1.372 3.025
H: -12.508 1.727 1.442
H: -10.990 2.469 1.729
H: -10.775 -0.434 3.303
H: -9.555 -2.527 2.465
H: -8.916 -0.568 -1.240
H: -10.571 1.186 -0.369
H: -10.276 -4.141 0.261
H: -8.939 -6.297 -0.342
H: -5.487 -4.288 -0.872
H: -6.538 -2.047 -0.109
H: -7.221 -6.983 -1.860
H: -6.805 -7.293 -0.086
H: -5.672 -6.455 -1.294
C: 1.491 -0.094 9.306
N: 1.611 -1.660 9.406
C: 0.603 -2.393 9.847
C: 0.720 -3.780 10.108
C: 1.930 -4.428 9.870
C: 2.933 -3.649 9.305
C: 2.743 -2.295 9.073
C: 2.021 -5.864 10.215
C: 2.832 -6.716 9.544
C: 2.970 -8.054 9.898
N: 2.320 -8.559 11.003
C: 1.535 -7.728 11.770
C: 1.359 -6.433 11.356
C: 2.335 -10.032 11.338
H: 2.376 0.242 8.821
H: 1.534 0.249 10.304
H: 0.561 0.149 8.798
H: -0.261 -1.768 9.978
H: -0.183 -4.272 10.482
H: 3.898 -3.987 8.970
H: 3.590 -1.739 8.674
H: 3.338 -6.341 8.620
H: 3.476 -8.775 9.269
H: 1.141 -8.211 12.672
H: 0.755 -5.802 11.949
H: 3.181 -10.454 10.803
H: 1.375 -10.400 11.055
H: 2.550 -10.230 12.434
N: -3.878 -0.571 -0.523
S: -3.359 -2.051 0.047
O: -3.645 -3.114 -0.862
O: -3.776 -2.010 1.427
F: -1.860 -1.789 0.067
S: -4.472 -0.243 -2.046
O: -5.820 -0.232 -2.342
O: -3.548 -0.962 -2.843
F: -3.999 1.145 -2.193
N: 2.741 2.202 -3.404
S: 2.391 3.697 -3.328
O: 1.064 4.190 -3.254
O: 3.323 4.571 -3.988
F: 2.804 4.073 -1.768
S: 1.635 1.143 -3.997
O: 2.274 -0.233 -3.975
O: 1.003 1.551 -5.198
F: 0.469 1.107 -2.951



Calculated electronic energy (hartree), listed in the same order as above: -4611.36972 -5002.18345